Run w
The following is a DFT calculation (ωB97M-V with the def2-TZVPD basis set) of 2 unconnected molecules or ions with the total composition C2H6ClFSi.

Each line ends with the Mulliken charge.
Atoms and positions in Å:
C 0.089 -1.006 -1.287  -0.9034
C 0.044 0.581 1.613  -0.9417
F -2.425 0.615 -0.506  -0.7674
Si 0.500 0.472 -0.223  0.7301
Cl 2.190 1.472 -0.738  -0.1674
H 0.475 -1.075 -2.329  0.3467
H 0.231 -2.005 -0.777  0.3132
H -0.993 -0.906 -1.568  0.3485
H 0.773 1.056 2.110  0.4053
H -0.867 1.211 1.741  0.3106
H -0.017 -0.416 1.964  0.3253

Summary:
M = 112.61 g mol⁻¹
Frontier orbital gap (alpha / beta) = 7.50 / 7.50 eV
HOMO energy (alpha / beta) = -9.07 / -9.07 eV

***

Run x
The following is a DFT calculation (ωB97M-V with the def2-TZVPD basis set) of 2 unconnected molecules or ions with the total composition C2H6ClFSi.

Each line ends with the Mulliken charge.
Atoms and positions in Å:
C 0.299 -0.306 -1.667  -0.8667
C 0.392 0.668 1.668  -0.9201
F -1.084 -2.445 0.045  -0.6999
Si -0.251 0.025 0.055  0.8509
Cl -2.072 0.912 -0.071  -0.1998
H 0.422 0.710 -2.230  0.3027
H 1.316 -0.747 -1.757  0.3207
H -0.422 -1.062 -2.093  0.2737
H 1.234 0.037 2.093  0.2994
H 0.750 1.616 1.669  0.4003
H -0.586 0.591 2.288  0.2389

Summary:
M = 112.61 g mol⁻¹
Frontier orbital gap = 9.73 eV
HOMO energy = -10.11 eV

***

Tell me which of them is the most stable. Sure, it is run x.

***

Run w
The following is a DFT calculation (ωB97M-V with the def2-TZVPD basis set) of 4 unconnected molecules or ions with the total composition C4H16O3.

Each line ends with the Mulliken charge.
Atoms and positions in Å:
C 0.119 -1.358 -0.213  -1.6188
C -1.000 -0.365 -0.219  1.1046
C -1.242 0.187 1.166  -1.5794
C -2.201 -1.053 -0.928  -1.2471
H 0.671 -1.381 -1.140  0.5376
H -0.053 -2.405 -0.271  0.4022
H 0.805 -1.022 0.658  0.2046
H -0.725 0.335 -0.910  0.1885
H -2.096 0.918 1.146  0.3646
H -1.648 -0.527 1.982  0.2322
H -0.436 0.543 1.731  0.5452
H -2.866 -1.528 -0.216  0.3123
H -1.674 -1.994 -1.515  0.2408
H -2.722 -0.552 -1.728  0.3378
H 3.728 -1.792 -0.878  0.3134
H 3.526 -2.860 -1.967  0.3104
O 3.530 -1.933 -1.797  -0.6357
H 1.923 4.944 -2.038  0.3175
H 1.955 5.151 -3.536  0.3210
O 1.810 5.618 -2.704  -0.6385
H -0.677 1.152 4.554  0.3215
H -0.567 -0.426 4.433  0.2825
O -0.161 0.348 4.391  -0.6169

Summary:
M = 112.17 g mol⁻¹
Frontier orbital gap = 11.62 eV
Structure (SMILES) = CC(C)C.O.O.O
HOMO energy = -10.88 eV

***

Run x
The following is a DFT calculation (ωB97M-V with the def2-TZVPD basis set) of 4 unconnected molecules or ions with the total composition C4H16O3.

Each line ends with the Mulliken charge.
Atoms and positions in Å:
C -1.441 0.852 2.240  -1.1519
C -0.209 0.724 1.347  -0.4173
C 0.312 -0.709 1.194  -0.4421
C -0.697 -1.669 0.555  -1.0039
H -1.129 0.690 3.251  0.3104
H -2.237 0.167 2.070  0.3447
H -1.782 1.884 2.201  0.3184
H 0.562 1.411 1.705  0.2975
H -0.458 1.103 0.342  0.3064
H 0.581 -1.034 2.203  0.3069
H 1.206 -0.751 0.580  0.2638
H -0.900 -1.340 -0.472  0.2021
H -1.633 -1.816 1.080  0.3583
H -0.123 -2.587 0.384  0.3132
H 0.968 -2.378 -2.198  0.3195
H 1.573 -3.787 -1.996  0.3163
O 1.715 -2.852 -1.816  -0.6428
H 5.732 -0.266 -1.840  0.3176
H 7.112 -0.018 -2.444  0.3191
O 6.278 -0.468 -2.605  -0.6364
H -5.495 3.574 -1.862  0.3195
H -4.801 4.926 -1.616  0.3198
O -5.130 4.343 -2.304  -0.6394

Summary:
M = 112.17 g mol⁻¹
Frontier orbital gap = 11.83 eV
Structure (SMILES) = CCCC.O.O.O
HOMO energy = -11.09 eV

***

Tell me which of them is the most stable. Sure, it is run x.

***

Run w
The following is a DFT calculation (ωB97M-V with the def2-TZVPD basis set) of C2H2FNO2 in the gas phase.

Each line ends with the Mulliken charge.
Atoms and positions in Å:
C 0.972 0.377 0.108  -0.1430
C -0.314 -0.608 -0.106  0.4220
N -1.479 0.204 0.129  -0.0017
O 1.947 0.132 0.727  -0.3626
O -1.520 1.250 -0.512  -0.2887
F -0.349 -1.707 0.890  -0.2612
H 0.825 1.374 -0.188  0.3892
H -0.082 -1.023 -1.048  0.2460

Summary:
M = 91.04 g mol⁻¹
Frontier orbital gap (alpha / beta) = 8.93 / 8.93 eV
Structure (SMILES) = O=C[C@@H](F)N=O
HOMO energy (alpha / beta) = -10.21 / -10.21 eV

***

Run x
The following is a DFT calculation (ωB97M-V with the def2-TZVPD basis set) of 2 unconnected molecules or ions with the total composition C2H2FNO2.

Each line ends with the Mulliken charge.
Atoms and positions in Å:
C 0.815 0.781 -0.114  0.6533
C 1.730 -0.079 -0.462  -0.3819
N -2.199 -0.707 0.226  -0.0079
O -0.060 1.498 0.141  -0.3153
O -2.440 0.458 0.045  -0.2001
F 2.598 -0.613 0.433  -0.2299
H -2.396 -1.014 1.217  0.2027
H 1.952 -0.323 -1.486  0.2790

Summary:
M = 91.04 g mol⁻¹
Frontier orbital gap = 9.03 eV
Structure (SMILES) = O=C=CF.N=O
HOMO energy = -9.31 eV

***

Tell me which of them is the most stable. Sure, it is run w.

***

Run w
The following is a DFT calculation (ωB97M-V with the def2-TZVPD basis set) of 5 unconnected molecules or ions with the total composition C45H95N5O5.

Each line ends with the Mulliken charge.
Atoms and positions in Å:
C -5.592 11.500 4.522  -1.9247
C -4.565 10.474 4.129  1.2850
C -3.442 11.412 3.366  -1.1890
C -2.048 10.604 3.296  -0.7565
C -1.703 10.353 4.848  -1.1845
C -2.696 9.381 5.504  1.4413
N -4.115 9.757 5.297  0.2478
O -5.182 8.899 5.896  -0.4475
C -2.477 7.935 5.009  -1.7083
C -2.402 9.556 7.032  -1.7477
C -5.235 9.494 3.029  -1.6914
H -6.166 11.963 3.719  0.4021
H -5.299 12.214 5.291  0.4147
H -6.428 10.885 4.855  0.4483
H -3.895 11.685 2.412  0.4728
H -3.442 12.396 3.833  0.4565
H -1.355 11.321 2.855  0.3935
H -2.029 9.716 2.665  0.3536
H -1.828 11.339 5.296  0.4093
H -0.660 10.041 4.914  0.4855
H -1.444 7.611 5.137  0.3734
H -3.131 7.357 5.662  0.4718
H -2.680 7.833 3.943  0.2917
H -3.032 8.866 7.593  0.4020
H -1.369 9.237 7.165  0.3908
H -2.492 10.615 7.276  0.3929
H -5.709 10.098 2.256  0.4359
H -6.025 8.843 3.403  0.4468
H -4.517 8.767 2.650  0.3117
H -5.288 8.132 5.329  0.3222
C 11.844 -1.902 -0.941  -1.5815
C 12.874 -3.109 -1.200  1.2627
C 12.777 -3.769 -2.664  -0.9410
C 13.414 -3.033 -3.790  -0.8519
C 14.915 -2.688 -3.354  -1.2059
C 15.070 -1.999 -1.919  1.3455
N 14.216 -2.697 -0.944  0.4306
O 14.423 -2.467 0.357  -0.4835
C 16.683 -2.129 -1.648  -1.8581
C 14.797 -0.498 -1.988  -1.7173
C 12.572 -4.338 -0.267  -1.9817
H 10.802 -1.997 -1.246  0.4366
H 11.920 -1.060 -1.628  0.3103
H 12.030 -1.509 0.059  0.3577
H 13.151 -4.793 -2.630  0.4014
H 11.743 -3.671 -2.995  0.4237
H 12.878 -2.092 -3.917  0.3164
H 13.485 -3.463 -4.789  0.3820
H 15.258 -1.901 -4.027  0.4520
H 15.594 -3.498 -3.619  0.4440
H 17.299 -1.873 -2.510  0.4108
H 17.051 -1.554 -0.798  0.3738
H 16.907 -3.179 -1.461  0.4721
H 13.908 -0.236 -2.561  0.3066
H 14.398 -0.106 -1.052  0.4136
H 15.616 0.173 -2.250  0.4013
H 13.167 -5.236 -0.434  0.4414
H 11.568 -4.735 -0.421  0.4395
H 12.471 -4.130 0.798  0.4483
H 14.728 -3.323 0.668  0.3508
C -7.427 -2.997 -3.519  -1.7548
C -8.912 -2.757 -3.134  1.3305
C -8.921 -2.185 -1.675  -1.1781
C -10.411 -1.923 -1.204  -0.5710
C -10.988 -0.850 -2.096  -1.2848
C -10.989 -1.167 -3.661  1.5818
N -9.659 -1.730 -3.989  0.2430
O -9.421 -2.019 -5.363  -0.4703
C -12.128 -2.141 -4.021  -1.6696
C -11.299 0.243 -4.211  -1.9591
C -9.710 -4.146 -3.224  -1.8175
H -7.149 -1.953 -3.663  0.4714
H -7.455 -3.668 -4.377  0.3699
H -6.927 -3.434 -2.655  0.4036
H -8.601 -3.083 -1.147  0.4473
H -8.216 -1.369 -1.518  0.3789
H -10.337 -1.280 -0.327  0.3496
H -10.977 -2.845 -1.074  0.3230
H -10.450 0.045 -1.783  0.5080
H -12.015 -0.705 -1.762  0.4063
H -12.951 -1.526 -4.386  0.5002
H -11.858 -2.900 -4.755  0.2975
H -12.529 -2.687 -3.167  0.2935
H -12.166 0.862 -3.982  0.3776
H -10.483 0.955 -4.091  0.4192
H -11.513 0.105 -5.271  0.4641
H -10.666 -4.328 -2.733  0.3312
H -9.165 -4.916 -2.678  0.4927
H -9.749 -4.613 -4.208  0.3884
H -8.582 -1.593 -5.555  0.3275
C 1.323 -9.732 3.782  -2.2665
C 0.539 -8.626 3.080  1.9949
C 1.491 -7.952 2.151  -0.9311
C 0.853 -7.186 1.134  -0.7753
C -0.299 -7.897 0.270  -1.1948
C -1.293 -8.645 1.218  1.5981
N -0.539 -9.332 2.301  0.1157
O -1.297 -10.267 3.034  -0.4249
C -2.240 -7.562 1.866  -1.6331
C -2.105 -9.471 0.335  -2.1059
C 0.049 -7.665 4.153  -1.8648
H 0.756 -10.389 4.442  0.4962
H 2.035 -9.302 4.487  0.4403
H 1.832 -10.479 3.172  0.4424
H 2.019 -7.214 2.755  0.2567
H 2.313 -8.505 1.695  0.4239
H 1.565 -6.928 0.350  0.3984
H 0.446 -6.213 1.408  0.3315
H 0.213 -8.623 -0.363  0.4691
H -0.742 -7.236 -0.474  0.3743
H -3.156 -7.381 1.304  0.4091
H -2.350 -8.056 2.832  0.3816
H -1.752 -6.677 2.274  0.2769
H -1.440 -10.251 -0.035  0.4709
H -2.786 -9.984 1.015  0.4725
H -2.628 -9.028 -0.512  0.3841
H -0.202 -6.657 3.822  0.2941
H 0.592 -7.396 5.059  0.3915
H -0.850 -8.073 4.616  0.4165
H -0.732 -11.036 2.929  0.3580
C -2.661 3.402 -1.852  -1.8120
C -1.174 3.325 -2.331  0.9786
C -0.731 4.802 -2.121  -1.1540
C 0.804 5.003 -2.053  -0.8292
C 1.368 4.004 -0.994  -1.2270
C 1.016 2.513 -1.173  1.3459
N -0.472 2.406 -1.385  0.4185
O -1.025 1.173 -1.419  -0.4693
C 1.748 1.707 -2.288  -1.5511
C 1.247 1.857 0.285  -1.8075
C -1.079 2.911 -3.864  -1.4210
H -3.193 2.541 -2.256  0.4112
H -3.015 4.245 -2.446  0.4722
H -2.996 3.613 -0.836  0.3681
H -1.134 5.338 -2.980  0.5036
H -1.146 5.300 -1.245  0.4196
H 1.106 6.024 -1.821  0.3997
H 1.212 4.619 -2.988  0.2914
H 1.055 4.498 -0.074  0.3811
H 2.454 4.104 -1.005  0.4625
H 2.796 1.486 -2.087  0.4514
H 1.356 0.751 -2.634  0.2771
H 1.845 2.398 -3.126  0.3777
H 0.594 2.304 1.034  0.4061
H 0.919 0.824 0.170  0.4532
H 2.293 1.986 0.562  0.4101
H -0.044 3.214 -4.021  0.3469
H -1.836 3.532 -4.344  0.4033
H -1.226 1.850 -4.068  0.3230
H -1.361 1.166 -0.520  0.3700

Summary:
M = 786.28 g mol⁻¹
Frontier orbital gap = 8.35 eV
Structure (SMILES) = CC1(C)CCCC(C)(C)N1O.CC1(C)CCCC(C)(C)N1O.CC1(C)CCCC(C)(C)N1O.CC1(C)CCCC(C)(C)N1O.CC1(C)CCCC(C)(C)N1O
HOMO energy = -7.94 eV

***

Run x
The following is a DFT calculation (ωB97M-V with the def2-TZVPD basis set) of 5 unconnected molecules or ions with the total composition C45H95N5O5.

Each line ends with the Mulliken charge.
Atoms and positions in Å:
C 0.988 -7.367 0.964  -1.7373
C -0.042 -7.102 2.097  1.5375
C -1.431 -7.051 1.484  -1.1516
C -2.016 -8.436 1.264  -0.7554
C -2.043 -9.115 2.653  -1.2036
C -0.673 -9.337 3.259  1.4796
N 0.087 -8.093 3.149  0.3602
O 1.316 -8.087 3.803  -0.4567
C -0.857 -9.628 4.750  -1.8565
C 0.020 -10.510 2.562  -1.7534
C 0.279 -5.707 2.638  -1.9195
H 0.794 -8.264 0.375  0.2908
H 2.013 -7.423 1.337  0.4716
H 0.949 -6.484 0.321  0.4406
H -2.128 -6.448 2.083  0.4047
H -1.422 -6.467 0.556  0.4763
H -1.314 -8.993 0.640  0.2789
H -3.042 -8.546 0.920  0.3677
H -2.532 -10.088 2.553  0.4800
H -2.640 -8.512 3.341  0.3682
H -1.474 -8.821 5.141  0.4202
H -1.314 -10.606 4.927  0.3856
H 0.077 -9.652 5.311  0.3739
H 0.139 -10.371 1.488  0.3290
H 1.033 -10.682 2.940  0.4016
H -0.540 -11.416 2.802  0.4462
H -0.020 -4.909 1.951  0.3672
H 1.326 -5.629 2.925  0.3620
H -0.311 -5.416 3.515  0.4458
H 1.949 -8.508 3.203  0.3419
C 2.652 1.191 -6.054  -1.8464
C 1.631 0.559 -5.100  1.4499
C 2.050 -0.889 -4.841  -1.1560
C 3.261 -0.983 -3.899  -0.8093
C 2.805 -0.364 -2.598  -1.4860
C 2.365 1.090 -2.663  2.4939
N 1.547 1.283 -3.854  1.0890
O 1.071 2.604 -4.028  -0.7241
C 1.594 1.517 -1.427  -1.2573
C 3.662 1.965 -2.789  -1.5911
C 0.290 0.499 -5.829  -1.9824
H 3.551 1.563 -5.565  0.3160
H 2.216 2.095 -6.506  0.3830
H 2.906 0.633 -6.959  0.4033
H 1.316 -1.490 -4.298  0.2232
H 2.308 -1.343 -5.798  0.5197
H 4.097 -0.408 -4.318  0.3490
H 3.635 -1.991 -3.729  0.4201
H 3.370 -0.560 -1.684  0.4980
H 1.874 -0.905 -2.322  0.2806
H 1.885 0.972 -0.520  0.6044
H 1.729 2.576 -1.231  -0.3510
H 0.546 1.226 -1.496  -0.2746
H 3.597 2.673 -3.616  0.4292
H 3.879 2.505 -1.865  0.2315
H 4.556 1.381 -3.029  0.2892
H 0.405 0.036 -6.812  0.5750
H -0.124 1.489 -6.048  0.4903
H -0.510 -0.024 -5.300  0.1029
H 0.127 2.401 -3.974  -0.0930
C -2.110 -2.144 1.296  -1.7847
C -2.838 -0.838 1.660  1.6150
C -3.446 -0.979 3.072  -1.2811
C -2.724 -0.346 4.258  -0.6227
C -2.187 1.019 3.876  -1.5203
C -1.231 0.950 2.689  2.1748
N -1.921 0.294 1.576  0.6084
O -1.040 0.174 0.476  -0.0569
C -0.937 2.373 2.275  -2.1507
C 0.032 0.180 3.135  -1.6938
C -3.984 -0.598 0.662  -1.6740
H -2.734 -3.004 1.538  0.5357
H -1.170 -2.192 1.843  0.2436
H -1.876 -2.132 0.232  0.2263
H -4.432 -0.497 3.044  0.4491
H -3.650 -2.035 3.249  0.3182
H -1.941 -1.016 4.619  0.3309
H -3.445 -0.200 5.064  0.4457
H -1.659 1.434 4.739  0.4472
H -3.018 1.702 3.670  0.4314
H -0.486 2.935 3.099  0.5727
H -0.201 2.468 1.469  0.1546
H -1.843 2.874 1.940  0.3754
H 0.051 0.035 4.212  0.3743
H 0.139 -0.772 2.625  0.2102
H 0.914 0.758 2.843  0.3231
H -3.621 -0.690 -0.361  -0.1937
H -4.383 0.400 0.845  0.5150
H -4.773 -1.329 0.857  0.4932
H -1.306 0.859 -0.150  0.0633
C 2.461 7.242 0.516  -2.2083
C 3.157 5.988 1.048  1.8754
C 4.564 5.931 0.464  -1.3967
C 5.487 4.937 1.147  -0.4224
C 5.454 4.978 2.655  -1.6057
C 4.097 5.257 3.328  2.1041
N 3.256 6.106 2.495  0.3389
O 1.997 6.301 3.113  -0.4612
C 3.400 3.901 3.631  -1.9618
C 4.373 6.010 4.635  -2.1121
C 2.391 4.735 0.613  -2.0057
H 1.501 7.326 1.038  0.4585
H 2.186 7.134 -0.531  0.3714
H 3.004 8.139 0.812  0.4803
H 4.511 5.776 -0.615  0.4111
H 5.005 6.938 0.539  0.3806
H 6.499 4.992 0.739  0.5075
H 5.169 3.948 0.774  0.0839
H 6.118 5.801 2.957  0.4386
H 5.878 4.093 3.127  0.4976
H 3.844 3.088 3.061  0.3479
H 3.491 3.671 4.698  0.5198
H 2.324 3.985 3.490  0.3209
H 5.267 5.640 5.134  0.4189
H 4.590 7.052 4.382  0.4630
H 3.475 5.985 5.250  0.4751
H 1.386 4.776 1.053  0.4283
H 2.847 3.811 0.968  0.3389
H 2.230 4.615 -0.460  0.6078
H 2.061 7.193 3.470  0.3548
C -3.571 -0.565 -3.592  -1.5993
C -3.634 0.962 -3.673  1.4949
C -5.079 1.359 -3.314  -1.3210
C -5.298 2.818 -2.963  -0.7451
C -4.348 3.266 -1.813  -1.0929
C -2.906 2.910 -2.149  1.5043
N -2.784 1.543 -2.640  0.2611
O -1.423 1.225 -2.862  1.4228
C -2.442 3.926 -3.225  -1.1226
C -1.983 3.088 -0.964  -2.2880
C -3.225 1.432 -5.068  -1.7903
H -3.722 -0.900 -2.567  0.0698
H -2.584 -0.869 -3.963  0.4458
H -4.291 -1.055 -4.245  0.4871
H -5.637 1.131 -4.227  0.4267
H -5.396 0.782 -2.443  0.3466
H -6.336 2.927 -2.645  0.4224
H -5.169 3.430 -3.859  0.3558
H -4.764 2.722 -0.962  0.2658
H -4.452 4.348 -1.819  0.4391
H -2.146 4.897 -2.821  0.5147
H -1.506 3.566 -3.669  -0.1798
H -3.081 4.061 -4.094  0.2465
H -0.944 2.840 -1.174  0.4362
H -2.014 4.122 -0.615  0.6720
H -2.285 2.449 -0.128  -0.2013
H -2.150 1.533 -5.187  -0.0089
H -3.692 2.377 -5.348  0.3798
H -3.494 0.735 -5.871  0.5209
H -1.311 0.272 -2.787  0.0843

Summary:
M = 786.28 g mol⁻¹
Frontier orbital gap = 8.32 eV
Structure (SMILES) = CC1(C)CCCC(C)(C)N1O.CC1(C)CCCC(C)(C)N1O.CC1(C)CCCC(C)(C)N1O.CC1(C)CCCC(C)(C)N1O.CC1(C)CCCC(C)(C)N1O
HOMO energy = -7.80 eV

***

Tell me which of them is the most stable. Sure, it is run x.